Arrangement P

{"formula": "CH3NOS2", "method": "the ωB97M-V functional and the def2-TZVPD basis", "elements": ["C", "N", "O", "S", "S", "H", "H", "H"], "xyz": [[1.0086, -0.5029, -0.3759], [0.2737, -0.7228, 0.6325], [-1.7834, 1.0412, -0.3516], [2.7076, -0.4384, -0.6318], [-1.2272, 1.6990, 0.9989], [0.3847, 0.0206, -1.2520], [0.7159, -1.2260, 1.4041], [-2.0799, 0.1292, -0.4242]], "lowdin_charge": [-0.910, -0.048, -0.567, 0.528, 0.820, 0.068, 0.051, 0.057], "charge": 0, "orbital_gap_ev": [4.030, 4.384], "e_homo_ev": [-8.008, -8.257]}



Arrangement Q

{"formula": "CH3NOS2", "method": "the ωB97M-V functional and the def2-TZVPD basis", "elements": ["C", "N", "O", "S", "S", "H", "H", "H"], "xyz": [[1.1390, -0.0900, -0.8939], [0.4385, 0.6753, -0.2568], [-0.9268, -1.3739, 0.4820], [-0.8947, 0.7811, 2.5144], [-0.7675, 0.0708, 0.7181], [1.8546, 0.4343, -1.7095], [0.9956, -1.1731, -0.9160], [-1.8387, 0.6756, 0.0618]], "lowdin_charge": [-0.098, -0.225, -0.467, 0.233, 0.285, 0.138, 0.081, 0.052], "charge": 0, "smiles": "C=N[S@@H](=O)=S", "orbital_gap_ev": 9.487, "e_homo_ev": -9.660}



Computed relative energies in units of hartree: arrangement P 0.0930; arrangement Q 0.0000



Arrangement P

{"formula": "C3H11NSi", "method": "the ωB97M-V functional and the def2-TZVPD basis", "elements": ["C", "C", "C", "N", "Si", "H", "H", "H", "H", "H", "H", "H", "H", "H", "H", "H"], "xyz": [[0.7606, -1.3451, 0.3594], [1.3989, 1.0864, 0.2305], [0.6921, -0.0947, -0.5153], [-0.6733, 0.1975, -0.8948], [-2.0902, 0.0112, 0.0113], [1.8024, -1.7111, 0.4136], [0.4395, -1.0238, 1.3075], [0.2331, -2.2306, -0.0713], [2.1521, 1.6455, -0.3044], [1.7989, 0.6756, 1.1101], [0.7103, 1.7456, 0.5700], [1.2002, -0.1736, -1.4756], [-0.8025, 0.9023, -1.7878], [-3.1872, -1.0335, -0.2413], [-2.6480, 1.4533, -0.0519], [-1.7869, -0.1049, 1.3399]], "lowdin_charge": [-0.097, -0.043, -0.502, -0.248, 0.500, 0.088, 0.039, 0.092, 0.075, 0.049, 0.032, 0.118, 0.154, -0.083, -0.063, -0.113], "charge": 0, "smiles": "CC(C)N[SiH3]", "orbital_gap_ev": 9.834, "e_homo_ev": -8.848}



Arrangement Q

{"formula": "C3H11NSi", "method": "the ωB97M-V functional and the def2-TZVPD basis", "elements": ["C", "C", "C", "N", "Si", "H", "H", "H", "H", "H", "H", "H", "H", "H", "H", "H"], "xyz": [[-2.7806, -0.1561, -0.3723], [2.2065, -0.9209, 0.3996], [0.5302, 1.7476, 0.0060], [-0.8809, -0.8443, 0.6258], [0.5467, -0.1422, -0.2374], [-2.7922, 0.6621, 0.2659], [-2.3691, 0.0070, -1.4247], [-3.4474, -1.1266, -0.3631], [2.4919, -1.9499, -0.0993], [3.0582, -0.2715, 0.2929], [2.3340, -1.0405, 1.4844], [0.8884, 1.7774, 1.0108], [1.1581, 2.4745, -0.4544], [-0.5383, 2.0086, 0.0059], [-1.0906, -1.8369, 0.6904], [0.6850, -0.3882, -1.8304]], "lowdin_charge": [0.093, -0.259, -0.221, -0.140, 0.428, -0.029, 0.032, 0.068, 0.056, -0.007, 0.009, 0.002, 0.013, 0.013, -0.034, -0.025], "charge": 0, "orbital_gap_ev": 8.898, "e_homo_ev": -9.068}



Computed relative energies in units of hartree: arrangement P 0.0000; arrangement Q 0.0687



Arrangement P

{"formula": "Cl3H3Si2", "method": "the ωB97M-V functional and the def2-TZVPD basis", "elements": ["Si", "Si", "Cl", "Cl", "Cl", "H", "H", "H"], "xyz": [[0.0696, 0.2862, -0.6705], [-4.5452, 2.3829, 1.5199], [-5.9430, 2.5861, 3.0413], [-3.8646, 4.3222, 1.0157], [-5.4967, 1.8448, -0.2463], [0.8569, -0.8621, -1.0919], [-0.4261, 1.3157, -1.7016], [-0.7968, 0.4006, 0.5496]], "lowdin_charge": [0.552, -0.467, 0.172, 0.127, 0.160, -0.196, -0.162, -0.186], "charge": 0, "orbital_gap_ev": [8.797, 4.983], "e_homo_ev": [-9.412, -7.531]}



Arrangement Q

{"formula": "Cl3H3Si2", "method": "the ωB97M-V functional and the def2-TZVPD basis", "elements": ["Si", "Si", "Cl", "Cl", "Cl", "H", "H", "H"], "xyz": [[-0.7259, 1.1965, -0.1203], [0.5116, -1.0297, 0.4465], [-0.8867, -1.5825, 1.8701], [2.0222, -0.0099, 1.5926], [-0.0646, -0.3469, -1.7873], [-1.8704, 1.6520, -1.1171], [0.0007, 2.3180, -0.6158], [1.0131, -2.1975, -0.2687]], "lowdin_charge": [0.369, -0.448, 0.189, 0.146, 0.107, -0.109, -0.180, -0.074], "charge": 0, "orbital_gap_ev": 8.000, "e_homo_ev": -9.242}



Computed relative energies in units of hartree: arrangement P 0.0338; arrangement Q 0.0000



Arrangement P

{"formula": "C2H2Br6", "method": "the ωB97M-V functional and the def2-TZVPD basis", "elements": ["C", "Br", "Br", "Br", "H", "C", "Br", "Br", "Br", "H"], "xyz": [[0.6265, 15.0572, 7.4648], [-0.5654, 13.5750, 8.0724], [1.2258, 15.9805, 9.1010], [-0.6135, 16.3515, 6.3933], [1.4395, 14.4865, 7.0159], [0.3572, 9.6616, 4.7148], [0.4233, 11.2899, 3.5972], [2.1453, 9.0708, 5.1329], [-0.6117, 8.2362, 3.7448], [-0.1566, 9.8935, 5.6477]], "lowdin_charge": [-1.402, 0.464, 0.514, 0.446, -0.020, -1.561, 0.511, 0.552, 0.520, -0.023], "charge": 0, "orbital_gap_ev": 9.664, "e_homo_ev": -10.386}



Arrangement Q

{"formula": "C2H2Br6", "method": "the ωB97M-V functional and the def2-TZVPD basis", "elements": ["C", "Br", "Br", "Br", "H", "C", "Br", "Br", "Br", "H"], "xyz": [[3.6447, 4.4849, 4.6548], [2.6842, 4.9402, 6.2000], [3.0514, 5.3312, 3.1445], [3.7287, 2.5672, 4.3204], [4.6403, 4.8500, 4.8611], [4.2798, 9.5932, 4.7427], [5.3523, 9.7326, 3.1286], [4.9678, 8.3194, 5.9262], [2.4273, 9.6500, 4.3885], [4.5062, 10.5569, 5.2956]], "lowdin_charge": [-1.761, 0.598, 0.630, 0.555, -0.038, -1.741, 0.550, 0.611, 0.609, -0.013], "charge": 0, "orbital_gap_ev": 10.139, "e_homo_ev": -10.182}



Computed relative energies in units of hartree: arrangement P 0.0127; arrangement Q 0.0000